# 1
Entry from OMol25: a 12-piece molecular cluster, C33H87N2O12Si overall in a non-equilibrium geometry (the ωB97M-V functional and the def2-TZVPD basis).

Net charge: +1
E: -71042.6024 eV
Lowest unoccupied orbital energy: -4.889 eV

Structure (XYZ):
```
135
C33H87N2O12Si the ωB97M-V functional and the def2-TZVPD basis
C -0.38579 -11.36794 -2.39380
Si -0.75319 -9.72391 -3.35187
C -1.98265 -9.94266 -4.83602
C 0.92744 -9.06001 -4.09765
C -1.37734 -8.43742 -2.04147
C -0.79204 -6.90697 -2.17540
C -1.23919 -5.72713 -1.07882
C -0.58024 -4.24509 -1.31802
C -0.47119 -3.30714 0.02224
O 0.27137 -3.95006 1.14967
C 0.20849 -1.83530 -0.38739
N 1.38542 -1.96686 -1.33452
C -2.26065 -6.16297 0.12721
C -2.79565 -7.74716 0.15015
N -2.34244 -8.74776 -0.90030
H -0.43026 -11.16321 -1.24155
H 0.69992 -11.69801 -2.71389
H -1.19393 -12.19275 -2.63352
H -2.75652 -10.81863 -4.68644
H -1.35336 -10.22491 -5.79704
H -2.61980 -8.97048 -5.06506
H 1.35110 -9.88449 -4.82677
H 0.78307 -8.08788 -4.73908
H 1.65845 -8.86088 -3.19386
H -0.04240 -6.62639 -3.04467
H 0.52936 -4.43594 -1.71362
H -1.21445 -3.65657 -2.11904
H -1.55197 -3.09160 0.44481
H 0.64031 -4.79695 0.76177
H -0.58090 -1.13365 -0.90065
H 0.64060 -1.38616 0.62859
H 1.94364 -2.84172 -1.09750
H 1.02317 -2.18402 -2.31167
H -2.58425 -5.38254 0.95003
H -3.51834 -8.10808 1.00858
H -2.70383 -9.74538 -0.86290
C 3.84369 -0.16077 1.03365
C 3.34074 1.25173 0.81901
O 3.33142 1.55785 -0.56760
H 4.85364 -0.27556 0.62656
H 3.86127 -0.41087 2.09813
H 3.20634 -0.88235 0.51220
H 3.99275 1.97110 1.32318
H 2.32627 1.37104 1.21173
H 2.74300 0.91872 -1.00498
C -2.43686 0.99060 2.40165
C -0.99718 0.62810 2.10145
O -0.72277 0.83249 0.72327
H -3.12016 0.38393 1.79838
H -2.66586 0.83428 3.45953
H -2.63343 2.03769 2.14913
H -0.81079 -0.42442 2.33435
H -0.30733 1.23954 2.69125
H -0.88313 1.77185 0.52857
C 4.26068 5.51761 -0.21030
C 4.21640 5.03370 -1.64491
O 4.99373 3.85337 -1.78289
H 5.29223 5.72072 0.09552
H 3.66980 6.42968 -0.08804
H 3.87215 4.75184 0.46899
H 4.62578 5.79285 -2.31788
H 3.18947 4.81594 -1.95412
H 4.61689 3.18288 -1.18755
C -3.12033 0.03307 -2.94660
C -3.79664 0.77164 -1.81023
O -3.30288 0.30181 -0.56448
H -3.29820 -1.04424 -2.86506
H -3.49333 0.38053 -3.91414
H -2.03587 0.18013 -2.91311
H -4.87746 0.60419 -1.83428
H -3.61257 1.84831 -1.87734
H -2.34378 0.46282 -0.54970
C 6.72064 0.67923 5.36468
C 5.49090 0.05660 4.73677
O 4.95207 0.93034 3.75559
H 6.47192 1.64009 5.82702
H 7.14560 0.01992 6.12672
H 7.48404 0.87923 4.60572
H 4.72233 -0.12126 5.49470
H 5.73400 -0.89844 4.26094
H 5.63939 1.07516 3.08280
C 8.02548 6.66479 -1.45435
C 7.52253 8.07730 -1.66898
O 7.51320 8.38341 -3.05559
H 9.03542 6.55001 -1.86143
H 8.04306 6.41470 -0.38986
H 7.38813 5.94321 -1.97579
H 8.17453 8.79667 -1.16482
H 6.50806 8.19660 -1.27626
H 6.92479 7.74429 -3.49297
C 6.95420 4.30073 -6.39320
C 7.78920 5.08905 -5.40551
O 7.09580 5.21030 -4.17223
H 5.99082 4.79306 -6.56168
H 7.47288 4.20211 -7.35092
H 6.73688 3.30028 -6.00504
H 7.98543 6.09528 -5.78733
H 8.74892 4.59634 -5.22174
H 6.93385 4.31161 -3.83736
C -7.34882 -2.27557 -2.23694
C -7.85177 -0.86307 -2.45157
O -7.86109 -0.55695 -3.83818
H -6.33887 -2.39036 -2.64402
H -7.33124 -2.52567 -1.17245
H -7.98617 -2.99715 -2.75838
H -7.19976 -0.14370 -1.94741
H -8.86624 -0.74376 -2.05885
H -8.44951 -1.19608 -4.27556
C -5.31410 2.40856 6.53820
C -5.35839 1.92465 5.10359
O -4.58105 0.74433 4.96561
H -4.28255 2.61168 6.84402
H -5.90499 3.32064 6.66045
H -5.70264 1.64279 7.21749
H -4.94901 2.68380 4.43062
H -6.38531 1.70689 4.79438
H -4.95789 0.07383 5.56095
C -8.95382 0.27247 10.27975
C -8.27282 0.65521 8.98208
O -7.28362 1.64420 9.22673
H -9.41891 1.14872 10.74316
H -9.72258 -0.48608 10.10769
H -8.22632 -0.11917 10.99819
H -8.99939 1.06647 8.27514
H -7.79412 -0.21317 8.51907
H -6.63869 1.26616 9.84896
C 0.73811 7.28103 -2.71577
C -0.13415 6.06102 -2.50378
O -1.18137 6.36556 -1.59435
H 1.16492 7.61860 -1.76564
H 1.55316 7.06156 -3.41111
H 0.14926 8.11378 -3.11400
H 0.45319 5.23844 -2.08525
H -0.57515 5.72511 -3.44734
H -1.70204 7.09139 -1.97918
```

# 2
Entry from OMol25: a 9-piece molecular cluster, C33H88F3N8O11S overall in a non-equilibrium geometry (the ωB97M-V functional and the def2-TZVPD basis).

Net charge: +7
E: -88994.7557 eV
Lowest unoccupied orbital energy: -14.890 eV

Structure (XYZ):
```
144
C33H88F3N8O11S the ωB97M-V functional and the def2-TZVPD basis
C 13.03837 15.91574 17.01784
N 13.50021 17.02998 17.90074
C 12.30518 17.43929 18.84522
C 14.50530 16.64491 18.95530
C 14.10236 18.30446 17.19828
C 15.49818 18.20994 16.47534
O 16.50599 18.53013 17.45159
H 12.77468 14.96586 17.48291
H 13.84176 15.57388 16.36532
H 12.17092 16.23730 16.44145
H 11.79118 16.52828 19.15173
H 11.58919 17.92354 18.18118
H 12.60514 17.92180 19.77545
H 14.07964 15.90654 19.63480
H 14.84600 17.56361 19.43278
H 15.30997 16.10570 18.45544
H 14.19484 19.15846 17.86927
H 13.29783 18.60960 16.52916
H 15.55730 18.86518 15.60628
H 15.71021 17.17710 16.19894
H 17.36745 18.54431 17.02818
C 13.44525 12.15352 7.65572
N 12.43525 13.04716 8.48734
C 12.94531 14.49074 8.11987
C 11.01365 12.78746 7.93268
C 12.55273 12.76250 10.03070
C 11.85688 13.85940 10.89526
O 10.53370 14.15068 10.68910
H 13.46958 12.38932 6.59182
H 13.27372 11.09826 7.86812
H 14.47925 12.37262 7.92210
H 13.97972 14.59084 8.44861
H 12.45593 15.20396 8.78314
H 12.76778 14.61052 7.05110
H 10.35091 13.47026 8.46434
H 10.76804 11.75660 8.18786
H 10.98649 12.92410 6.85162
H 13.60929 12.90768 10.25586
H 12.18731 11.74896 10.19596
H 12.52724 14.71842 10.86678
H 11.89026 13.59758 11.95282
H 10.10388 13.34548 10.98658
C 11.51320 24.37286 11.35830
N 10.94231 23.76456 10.06004
C 11.85546 24.00698 8.86420
C 10.74585 22.22132 10.27668
C 9.52480 24.40020 9.73927
C 9.60680 25.92962 9.33656
O 10.42138 26.70472 10.15422
H 10.79332 24.67698 12.11816
H 12.19986 25.19412 11.15302
H 12.13110 23.58850 11.79542
H 12.01117 25.06934 8.67648
H 11.33816 23.50586 8.04604
H 12.81652 23.56982 9.13508
H 9.99856 22.00584 11.04036
H 11.66826 21.66724 10.45054
H 10.33434 21.82326 9.34916
H 8.96549 24.35448 10.67372
H 8.99508 23.80194 8.99794
H 8.59963 26.34640 9.33771
H 9.98886 25.96308 8.31626
H 10.16689 27.63010 10.17606
C 7.16891 20.48136 14.19966
N 7.87357 20.22360 15.55140
C 6.75998 20.32100 16.62374
C 8.44517 18.81208 15.59292
C 8.95985 21.21172 15.87014
C 10.17714 21.28404 14.81116
O 9.68594 21.68360 13.49688
H 6.82980 21.51602 14.25062
H 6.32705 19.79178 14.13768
H 7.88968 20.26846 13.41020
H 6.49509 21.36358 16.79972
H 7.04295 20.04025 17.63825
H 5.86620 19.74910 16.37440
H 7.60967 18.11270 15.62302
H 8.85627 18.70074 16.59626
H 9.17576 18.60588 14.81074
H 9.41033 20.87778 16.80484
H 8.39247 22.13532 15.98476
H 10.64031 20.31586 14.62086
H 10.82898 22.01680 15.28684
H 9.11788 22.44712 13.62312
C 14.56193 13.31990 13.82008
C 13.56089 12.48964 14.56664
O 12.33766 12.57912 14.34538
N 14.15503 11.25384 15.34774
H 15.13417 11.36902 15.56710
H 13.76531 11.34176 16.27536
C 13.85801 10.02286 14.46608
H 14.01737 14.02832 13.19584
H 15.18175 12.61412 13.26710
H 15.24354 13.87218 14.46700
H 14.26259 9.21004 15.06918
H 14.43436 10.18360 13.55500
H 12.79207 9.82240 14.35798
C 14.97593 21.95262 13.59652
C 15.53348 23.35658 13.99628
O 15.02795 24.39950 13.72378
N 16.75870 23.29336 14.93520
H 16.98773 22.32648 15.11626
H 17.54461 23.60492 14.38258
C 16.61837 23.92290 16.28274
H 14.41215 22.06672 12.67064
H 14.32308 21.67326 14.42346
H 15.70586 21.14360 13.56844
H 17.59860 24.04440 16.74370
H 16.07501 23.23306 16.92850
H 16.04086 24.84686 16.25311
C 9.65037 15.02942 14.75806
C 8.60393 13.97080 14.53964
O 7.57784 14.06798 13.84920
N 8.68817 12.69580 15.33286
H 8.92429 11.92120 14.72926
H 9.35567 12.80890 16.08236
C 7.33308 12.23782 16.03295
H 10.60523 14.52712 14.60302
H 9.53682 15.63084 15.66002
H 9.40664 15.71184 13.94382
H 7.60526 11.37260 16.63744
H 6.74402 11.83478 15.20912
H 6.80130 12.94772 16.66647
C 6.99229 15.80238 10.41278
C 8.02717 16.62814 11.16476
O 7.86413 17.03952 12.33812
N 9.32368 17.02988 10.46104
H 10.12989 16.61596 10.90690
H 9.27032 16.59083 9.55304
C 9.45889 18.53602 10.27115
H 7.21451 14.77530 10.12325
H 6.69276 16.27141 9.47556
H 6.05051 15.97214 10.93462
H 10.30373 18.50962 9.58292
H 9.56725 19.03138 11.23602
H 8.59300 18.86498 9.69660
C 13.02348 19.06292 12.96366
F 14.13856 18.89732 12.25552
F 13.31298 19.59850 14.15378
F 12.17014 19.90242 12.32808
S 12.13376 17.31170 13.29776
O 11.25951 17.45284 14.42098
O 11.36953 16.98500 12.03896
O 13.23153 16.34218 13.60658
```

# 3
Entry from OMol25: a 11-piece molecular cluster, C33H88O11 overall in a non-equilibrium geometry (the ωB97M-V functional and the def2-TZVPD basis).

E: -58165.9496 eV
Relative energy (zero: lowest compared OMol25 entry of this formula, charge and spin): 576.1 kJ/mol
Lowest unoccupied orbital energy: 0.171 eV
SMILES: CC(C)O.CC(C)O.CC(C)O.CC(C)O.CC(C)O.CC(C)O.CC(C)O.CC(C)O.CC(C)O.CC(C)O.CC(C)O

Structure (XYZ):
```
132
C33H88O11 the ωB97M-V functional and the def2-TZVPD basis
C -17.30605 16.41233 10.05121
C -16.48825 17.46233 10.85164
C -15.05825 17.01183 11.07672
O -16.27456 18.55728 10.01660
H -16.89005 16.10088 9.09305
H -18.30792 16.74799 9.78352
H -17.62193 15.64698 10.76013
H -16.83960 17.62135 11.87113
H -14.64655 16.57582 10.16650
H -14.94071 16.33600 11.92380
H -14.43747 17.84522 11.40561
H -15.86469 19.26225 10.52318
C -15.28126 10.89712 13.87464
C -14.04967 10.26172 14.41950
C -12.72161 10.81232 14.11765
O -14.24033 10.39564 15.83132
H -15.44393 11.89653 14.27818
H -16.20439 10.34635 14.05515
H -15.13261 11.12265 12.81864
H -14.10172 9.30293 13.90364
H -11.86231 10.29171 14.54037
H -12.61425 11.85934 14.40105
H -12.45677 10.76446 13.06138
H -13.72186 11.14158 16.14175
C -12.28415 13.51720 8.77707
C -12.47544 13.65003 7.25340
C -13.86654 13.36832 6.78353
O -12.19679 14.97403 6.96350
H -11.37346 13.98991 9.14489
H -12.22811 12.49238 9.14410
H -13.09441 14.04746 9.27747
H -11.77931 12.90200 6.87401
H -14.07848 12.29938 6.76037
H -14.10716 13.78198 5.80419
H -14.47156 13.79278 7.58470
H -12.61465 15.58444 7.57538
C -9.64298 12.30577 16.87991
C -9.24450 11.13873 17.92351
C -7.72399 10.73473 17.83113
O -9.46521 11.58081 19.27780
H -9.00456 13.18166 16.99529
H -10.65172 12.62556 17.14123
H -9.75891 11.87792 15.88410
H -9.86044 10.25066 17.78194
H -7.19163 11.68543 17.86028
H -7.55851 10.27031 16.85900
H -7.40668 10.12393 18.67632
H -10.18993 12.20401 19.36716
C -10.03836 13.24261 13.11138
C -10.49255 14.22290 12.06747
C -12.01484 14.62783 12.30183
O -9.80287 15.38158 12.32333
H -10.08795 13.59537 14.14152
H -9.04557 12.84887 12.89359
H -10.75955 12.42625 13.07191
H -10.30115 13.82950 11.06912
H -12.52955 14.13430 13.12620
H -12.56582 14.32825 11.41032
H -12.15916 15.68884 12.50566
H -10.15545 16.07313 11.75850
C -11.47251 20.05395 10.11715
C -10.53765 18.87286 10.68913
C -10.45568 18.96038 12.19408
O -11.00106 17.61418 10.33928
H -11.62771 19.79066 9.07088
H -10.91279 20.98919 10.12937
H -12.39039 20.18413 10.69043
H -9.58698 18.93445 10.15946
H -9.75940 18.13986 12.36740
H -11.45767 18.99100 12.62205
H -10.02790 19.92707 12.45978
H -10.67297 17.34244 9.47899
C -5.59908 13.61155 15.88985
C -4.82569 14.10209 14.61936
C -5.67738 14.23643 13.29410
O -4.27047 15.34982 14.85521
H -6.43535 14.28351 16.08271
H -4.95581 13.56440 16.76852
H -6.02451 12.61860 15.74442
H -4.12053 13.28459 14.46920
H -5.07222 14.47874 12.42050
H -6.42538 14.99561 13.52264
H -6.22315 13.32446 13.05213
H -4.25146 15.86700 14.04666
C -17.59753 12.87696 9.08695
C -16.44675 12.24581 9.91041
C -15.52834 13.36060 10.57263
O -17.06688 11.41391 10.93974
H -18.23500 13.38235 9.81242
H -18.20851 12.22194 8.46585
H -17.30422 13.50801 8.24801
H -15.85363 11.65024 9.21644
H -15.16060 14.10196 9.86323
H -14.60509 12.82126 10.78439
H -15.89425 13.83180 11.48487
H -17.04629 10.49720 10.65550
C -8.21903 8.52771 13.82700
C -9.46018 8.30685 12.91898
C -10.59200 7.48176 13.64105
O -10.13025 9.40666 12.44110
H -7.54048 9.21951 13.32792
H -7.56100 7.68917 14.05486
H -8.61312 9.00833 14.72244
H -9.02453 7.86285 12.02391
H -10.64911 7.77218 14.69010
H -10.41303 6.40669 13.65845
H -11.56903 7.55619 13.16359
H -9.58294 9.97836 11.89777
C -13.91012 17.28513 15.00119
C -13.68488 18.51340 15.90797
C -13.30025 18.07349 17.30234
O -12.78992 19.48242 15.41757
H -14.43000 16.45096 15.47234
H -13.07022 16.93940 14.39858
H -14.62016 17.62635 14.24785
H -14.66539 18.98810 15.94491
H -14.08859 17.49271 17.78121
H -13.04714 18.93104 17.92575
H -12.48395 17.36733 17.15040
H -12.82893 19.60272 14.46592
C -7.33470 12.18032 10.58212
C -8.26743 11.17773 9.87713
C -7.66707 9.77200 9.85921
O -9.53069 11.13871 10.44481
H -7.83441 13.14045 10.71068
H -6.45181 12.42053 9.98975
H -7.00578 11.85307 11.56844
H -8.34740 11.48112 8.83326
H -7.42201 9.45873 10.87406
H -6.73073 9.81651 9.30299
H -8.28313 8.95738 9.47844
H -10.15095 10.67911 9.87414
```